(1)
{
  "formula": "C31H28N3O8P2SSe2Ti",
  "method": "ωB97M-V/def2-TZVPD",
  "symbols": ["Ti", "O", "C", "O", "C", "O", "C", "C", "O", "O", "H", "H", "H", "H", "H", "Se", "P", "C", "C", "C", "C", "C", "C", "C", "C", "C", "C", "C", "C", "C", "C", "N", "N", "N", "P", "Se", "C", "C", "C", "C", "C", "C", "C", "C", "C", "C", "C", "C", "H", "H", "H", "H", "H", "H", "H", "H", "H", "H", "H", "H", "H", "H", "H", "H", "H", "H", "H", "H", "C", "S", "O", "O", "O", "H", "H", "H"],
  "coordinates": [[-2.4230, 2.2324, -0.3777], [-4.8540, 2.2732, 1.7663], [-4.6124, 1.6799, 0.6224], [-3.7099, 0.8492, 0.4669], [-5.5710, 1.9155, -0.5232], [-4.8057, 2.1608, -1.6903], [-4.9349, 3.4896, -2.1893], [-4.1124, 4.4984, -1.3865], [-4.1904, 5.6793, -1.6781], [-3.3764, 3.9768, -0.4664], [-4.0308, 2.1797, 2.3137], [-6.1067, 0.9743, -0.6670], [-6.2784, 2.7143, -0.3021], [-4.5631, 3.4777, -3.2101], [-5.9814, 3.8010, -2.1939], [0.1944, -4.1730, -2.9558], [0.6074, -2.9550, -1.2893], [0.1569, -3.8588, 0.2238], [-1.2045, -3.8978, 0.5265], [-1.6639, -4.6835, 1.5696], [-0.7679, -5.4315, 2.3239], [0.5855, -5.3926, 2.0281], [1.0496, -4.6136, 0.9754], [2.3734, -2.5313, -1.1862], [3.1296, -2.5334, -2.3545], [4.4774, -2.2105, -2.3091], [5.0803, -1.8942, -1.0991], [4.3316, -1.8948, 0.0674], [2.9812, -2.2087, 0.0214], [-0.3791, -1.4384, -1.2535], [-0.4605, -0.2269, -0.5325], [-1.5447, 0.4012, -1.0494], [-2.1007, -0.3435, -1.9846], [-1.4198, -1.4467, -2.1223], [0.3200, 0.7191, 0.8004], [-1.6023, 2.6467, 1.9693], [0.6193, -0.4431, 2.1660], [-0.4876, -1.1737, 2.6018], [-0.4017, -1.9807, 3.7238], [0.7848, -2.0599, 4.4407], [1.8838, -1.3229, 4.0264], [1.8012, -0.5157, 2.9003], [1.8966, 1.3235, 0.1486], [2.1924, 1.2627, -1.2108], [3.3242, 1.8908, -1.7052], [4.1781, 2.5748, -0.8516], [3.8781, 2.6579, 0.5010], [2.7311, 2.0562, 0.9950], [-1.8996, -3.3208, -0.0734], [-2.7232, -4.7123, 1.7946], [-1.1267, -6.0444, 3.1424], [1.2880, -5.9747, 2.6121], [2.1044, -4.6138, 0.7343], [2.6533, -2.8107, -3.2870], [5.0596, -2.2112, -3.2225], [6.1326, -1.6383, -1.0675], [4.7925, -1.6401, 1.0147], [2.4023, -2.2150, 0.9298], [-1.4222, -1.0991, 2.0567], [-1.2668, -2.5488, 4.0409], [0.8501, -2.6917, 5.3180], [2.8142, -1.3741, 4.5797], [2.6725, 0.0433, 2.5823], [1.5206, 0.7568, -1.8914], [3.5285, 1.8509, -2.7678], [5.0639, 3.0617, -1.2418], [4.5206, 3.2202, 1.1685], [2.4627, 2.1846, 2.0379], [-0.8212, 5.1116, -2.4967], [-0.7583, 3.3439, -2.3300], [0.2801, 2.8586, -3.1915], [-2.1117, 2.8144, -2.5877], [-0.5435, 3.0961, -0.8738], [-0.7256, 5.3599, -3.5518], [0.0205, 5.5109, -1.9336], [-1.7615, 5.4773, -2.0857]],
  "atomic_forces_ev_per_a": [[2.67, 1.68, 1.18], [-0.31, -0.30, -0.62], [-1.35, -0.38, 1.19], [-0.23, 0.45, -0.29], [-0.06, 0.04, -0.06], [-0.05, -0.03, 0.20], [-0.03, -0.01, 0.13], [-0.21, 0.16, -0.59], [0.08, -0.26, 0.17], [-0.03, -0.38, 0.32], [0.34, 0.07, 0.01], [-0.09, 0.00, 0.03], [0.07, 0.05, 0.02], [0.07, -0.02, 0.01], [-0.03, -0.01, -0.03], [0.04, -0.04, -0.06], [0.05, -0.03, -0.04], [-0.05, 0.16, 0.07], [0.03, 0.01, 0.05], [0.01, 0.00, 0.01], [-0.02, 0.02, 0.03], [0.04, 0.02, -0.02], [-0.04, -0.03, -0.02], [-0.05, 0.09, 0.06], [0.02, 0.00, -0.02], [-0.02, 0.01, -0.02], [0.01, 0.05, -0.02], [-0.02, 0.07, 0.04], [0.02, 0.04, -0.01], [-0.25, 0.39, 0.15], [0.39, -0.37, 0.00], [0.01, 0.01, 0.42], [-0.11, -0.16, -0.24], [-0.14, 0.06, -0.07], [0.61, -0.33, -0.09], [-1.42, -0.27, -1.90], [0.17, -0.10, -0.29], [-0.01, -0.02, 0.05], [-0.01, -0.02, -0.03], [-0.01, -0.04, 0.03], [0.01, 0.02, 0.00], [0.07, -0.06, -0.03], [0.01, -0.36, 0.03], [0.09, -0.02, 0.01], [0.03, 0.00, -0.02], [0.05, 0.00, -0.06], [-0.05, 0.03, 0.05], [0.06, 0.04, 0.01], [0.00, -0.01, 0.02], [0.01, 0.00, 0.00], [0.01, 0.01, -0.01], [-0.01, 0.01, 0.00], [0.01, 0.01, -0.01], [0.01, 0.01, 0.01], [-0.01, 0.00, 0.01], [-0.01, -0.02, 0.00], [-0.02, -0.01, -0.02], [-0.09, 0.08, 0.19], [0.00, -0.01, 0.00], [-0.01, -0.02, -0.01], [0.00, 0.00, -0.01], [-0.01, -0.01, 0.00], [-0.01, -0.03, -0.02], [0.03, -0.05, 0.00], [0.01, 0.00, 0.00], [-0.01, -0.01, 0.00], [0.00, -0.01, -0.01], [0.02, 0.01, -0.02], [-0.02, -0.15, 0.08], [0.36, 0.26, -0.45], [-0.08, 0.09, 0.09], [-0.31, -0.21, 0.19], [-0.23, -0.08, 0.21], [-0.05, -0.05, 0.02], [0.01, -0.01, -0.05], [0.05, 0.00, 0.02]],
  "homo_energy_ev": [-3.6867, -3.7065],
  "spin_multiplicity": 1,
  "orbital_gap_ev": [5.04, 5.11],
  "total_charge": -1
}

***

(2)
{
  "formula": "C22H25N2O8S2Sr",
  "method": "ωB97M-V/def2-TZVPD",
  "symbols": ["Sr", "O", "C", "O", "C", "C", "C", "C", "C", "O", "C", "C", "O", "O", "H", "H", "H", "H", "H", "H", "H", "H", "O", "C", "C", "C", "C", "C", "C", "C", "O", "N", "N", "C", "S", "C", "C", "S", "H", "H", "H", "H", "H", "H", "H", "H", "H", "C", "C", "C", "O", "C", "H", "H", "H", "H", "H", "H", "H", "H"],
  "coordinates": [[-0.4509, 0.7094, -0.0406], [-3.8174, 2.9594, -1.9972], [-2.7163, 2.5057, -1.7075], [-2.4714, 1.5445, -0.8964], [-1.4867, 3.0726, -2.4623], [-0.7396, 1.9679, -3.2424], [0.0131, 2.5899, -4.4211], [1.1483, 3.3411, -3.6837], [0.8923, 2.9391, -2.2242], [0.3602, 1.5963, -2.3740], [-0.2990, 3.7120, -1.6541], [-0.3879, 3.6787, -0.1015], [-1.1829, 4.4418, 0.4364], [0.4061, 2.8566, 0.4881], [-1.8860, 3.8053, -3.1619], [-1.3322, 1.0856, -3.4718], [-0.6260, 3.2410, -5.0157], [0.4117, 1.8085, -5.0684], [1.0974, 4.4225, -3.8117], [2.1307, 3.0046, -4.0146], [1.7602, 2.9111, -1.5730], [-0.2295, 4.7712, -1.9066], [-0.5337, -2.8581, -3.1762], [0.4841, -3.6390, -2.7724], [0.8502, -4.6973, -3.6087], [1.8924, -5.5331, -3.2654], [2.5939, -5.3303, -2.0798], [2.2356, -4.2813, -1.2546], [1.1849, -3.4198, -1.5732], [0.8105, -2.2908, -0.6555], [-0.2338, -1.6049, -0.9549], [1.6034, -2.1397, 0.3751], [1.3192, -1.0317, 1.1807], [1.8063, -1.1627, 2.3442], [1.7396, 0.1693, 3.5088], [2.0224, -0.9137, 4.9282], [3.0740, -1.9297, 4.5165], [2.6026, -2.6289, 2.9105], [-0.6343, -2.1746, -2.4629], [0.2919, -4.8328, -4.5261], [2.1629, -6.3489, -3.9256], [3.4110, -5.9848, -1.8051], [2.7661, -4.0989, -0.3299], [1.0943, -1.4129, 5.2093], [2.3634, -0.3003, 5.7621], [3.1377, -2.7498, 5.2322], [4.0506, -1.4516, 4.4372], [-2.6104, 1.5079, 4.1275], [-3.3934, 0.2556, 3.7362], [-2.3589, -0.5205, 2.9304], [-1.5131, 0.4663, 2.3343], [-1.8174, 1.7796, 2.8627], [-1.9345, 1.2925, 4.9590], [-3.2462, 2.3475, 4.4043], [-4.2382, 0.5268, 3.1008], [-3.7680, -0.3129, 4.5871], [-2.7947, -1.1359, 2.1423], [-1.7444, -1.1598, 3.5737], [-2.3960, 2.3329, 2.1180], [-0.8741, 2.3014, 3.0133]],
  "atomic_forces_ev_per_a": [[0.06, -0.70, 0.26], [0.01, -0.01, 0.02], [0.08, 0.06, -0.01], [0.05, 0.10, -0.02], [-0.04, 0.07, -0.01], [0.01, 0.03, -0.06], [-0.02, -0.05, -0.01], [0.03, 0.03, 0.02], [0.01, -0.01, -0.05], [-0.17, 0.17, 0.19], [-0.02, 0.09, 0.04], [0.05, 0.03, -0.08], [0.00, 0.02, -0.01], [-0.11, 0.15, -0.05], [0.00, -0.01, 0.00], [0.00, 0.00, 0.01], [0.00, 0.01, 0.00], [0.01, 0.01, 0.00], [0.00, 0.00, -0.01], [0.00, -0.01, 0.00], [0.00, 0.00, -0.01], [-0.02, -0.01, -0.01], [0.02, 0.14, 0.10], [0.07, 0.00, 0.00], [-0.01, 0.01, 0.01], [0.00, -0.01, 0.00], [0.00, 0.00, -0.01], [0.00, 0.01, 0.02], [-0.08, -0.03, 0.03], [0.03, -0.27, -0.17], [0.24, 0.19, 0.09], [0.05, 0.12, 0.11], [-0.15, -0.37, -0.32], [-0.10, 0.46, 0.16], [0.00, -0.13, -0.05], [0.04, -0.07, 0.02], [-0.02, 0.05, 0.03], [0.05, -0.10, -0.05], [-0.09, -0.11, 0.03], [0.00, 0.00, 0.00], [0.00, 0.00, 0.00], [0.00, 0.00, -0.01], [0.00, 0.00, 0.00], [-0.01, 0.02, -0.01], [-0.01, 0.03, -0.02], [-0.01, -0.01, -0.01], [0.00, -0.01, -0.01], [-0.01, 0.03, 0.00], [-0.01, -0.02, -0.01], [0.01, 0.00, 0.02], [0.03, 0.07, -0.17], [0.03, 0.03, -0.07], [-0.01, -0.01, 0.01], [0.00, 0.00, -0.01], [0.00, 0.00, 0.00], [0.01, 0.00, 0.00], [-0.01, 0.00, 0.00], [0.00, 0.00, 0.00], [-0.01, 0.01, 0.02], [-0.01, 0.00, 0.02]],
  "homo_energy_ev": -5.3605,
  "spin_multiplicity": 1,
  "orbital_gap_ev": 7.38,
  "total_charge": -1
}

***

(3)
{
  "formula": "C11H19CoNOP",
  "method": "ωB97M-V/def2-TZVPD",
  "symbols": ["C", "C", "C", "C", "C", "Co", "P", "H", "H", "H", "H", "H", "H", "H", "H", "O", "C", "C", "C", "C", "C", "C", "N", "H", "H", "H", "H", "H", "H", "H", "H", "H", "H", "H"],
  "coordinates": [[0.2464, 0.0285, -1.7310], [-0.9290, -0.8196, -2.0283], [-0.5688, -2.2040, -2.0505], [0.8121, -2.3221, -1.7067], [1.3362, -0.9804, -1.3638], [0.4230, 0.5626, 0.4689], [-0.5922, 2.4541, 0.0949], [0.3857, 1.1003, -1.9694], [-1.8574, -0.3536, -2.3205], [-1.2593, -3.0262, -2.0463], [2.3695, -0.6673, -1.2369], [1.3124, -3.2448, -1.4521], [-1.8044, 2.7605, 0.8353], [-0.8910, 2.4873, -1.3982], [0.5251, 3.3445, 0.3765], [0.2209, -0.4039, 1.9913], [0.2088, -0.2768, 3.2487], [0.1337, 1.0815, 3.8561], [-1.1690, 1.2390, 4.6283], [-1.0593, 0.5048, 5.9671], [-1.0080, -1.0105, 5.9178], [0.2592, -1.5927, 5.3048], [0.1981, -1.4520, 3.8750], [1.0020, 1.1641, 4.5100], [0.2260, 1.8562, 3.0625], [-1.3359, 2.3054, 4.8074], [-2.0271, 0.8920, 4.0348], [-0.1520, 0.8738, 6.4530], [-1.9096, 0.8026, 6.5892], [-1.0628, -1.4030, 6.9342], [-1.8726, -1.4044, 5.3674], [1.1659, -1.0826, 5.6545], [0.3531, -2.6535, 5.4897], [0.1303, -2.2527, 3.2494]],
  "atomic_forces_ev_per_a": [[0.59, -3.60, 0.46], [1.97, 0.77, -0.12], [0.98, 1.89, 0.95], [-0.17, 2.64, 1.39], [-2.33, 0.24, -2.32], [0.12, 0.06, -2.12], [0.38, -0.62, -0.60], [-0.02, -1.06, 0.01], [-0.33, -0.29, 0.00], [-0.21, -0.22, -0.38], [-0.08, -0.34, 0.02], [0.08, -0.09, -0.12], [0.58, 0.74, -0.42], [-0.03, 0.76, 1.51], [-1.31, 0.39, -0.28], [-0.17, -0.72, 2.16], [-0.49, 0.09, -3.06], [-0.11, -0.45, -0.28], [0.26, -0.15, 0.30], [-0.44, 0.44, 0.07], [0.09, -0.44, 0.42], [-0.25, 0.40, -0.42], [0.44, -0.32, 0.46], [0.16, 0.41, 0.42], [0.08, -0.67, 0.24], [0.01, 0.08, 0.10], [0.26, -0.01, 0.10], [-0.06, 0.02, 0.18], [0.03, -0.03, 0.10], [-0.19, 0.08, 0.21], [0.13, 0.00, 0.09], [-0.21, -0.17, 0.29], [0.03, -0.23, 0.34], [0.19, 0.41, 0.30]],
  "homo_energy_ev": [0.3795, -3.3426],
  "spin_multiplicity": 4,
  "orbital_gap_ev": [2.47, 6.10],
  "total_charge": -1
}

***

(4)
{
  "formula": "C3H7N2S",
  "method": "ωB97M-V/def2-TZVPD",
  "symbols": ["C", "C", "C", "N", "N", "S", "H", "H", "H", "H", "H", "H", "H"],
  "coordinates": [[1.3203, 1.2919, 0.4558], [1.6865, -0.8213, 0.4454], [-0.5423, 0.0525, -0.2052], [0.0849, 1.2888, 0.1973], [0.2164, -0.9940, 0.6387], [-2.3605, -0.0582, 0.2943], [1.8903, 2.2089, 0.5282], [2.0269, -0.8909, -0.5249], [-0.5508, -0.0527, -1.3484], [-0.5268, 2.0809, 0.2746], [0.2772, -1.9935, 0.4532], [-0.1260, -0.8657, 1.6455], [-2.9695, 0.6702, -0.6385]],
  "atomic_forces_ev_per_a": [[1.89, -3.56, -0.67], [0.13, 3.95, 4.49], [-2.78, -1.82, -0.72], [-0.31, 0.33, 0.20], [0.11, 1.71, -0.80], [1.02, -0.27, 0.62], [-0.12, 0.13, 0.53], [-0.19, -0.24, -2.70], [0.78, -0.30, 1.83], [-0.41, 0.65, -0.24], [-1.46, -0.49, -0.61], [1.02, -0.29, -1.46], [0.30, 0.20, -0.47]],
  "homo_energy_ev": -12.8036,
  "spin_multiplicity": 1,
  "orbital_gap_ev": 8.32,
  "total_charge": 1
}

***

no.,DFT total energy (eV)
1,-236677.19738
2,-65092.93091
3,-62163.97427
4,-17026.98918